A structure of composition C4H8N2O. Source: OMol25; level of theory: ωB97M-V/def2-TZVPD.

Structure (XYZ):
```
15
Properties=species:S:1:pos:R:3:forces:R:3
O 3.142 -0.289 0.059 0.0 -0.1 -0.2
C 1.887 -0.068 -0.125 -0.2 -0.1 -0.1
N 1.838 -1.159 -0.786 0.5 0.3 0.2
C -1.041 -1.264 -0.191 -0.2 0.0 0.0
C -1.210 0.115 0.449 0.0 0.0 0.0
C -0.262 1.146 -0.155 -0.1 0.1 0.0
N 1.123 0.945 0.267 0.2 -0.1 0.0
H 0.004 -1.566 -0.260 -0.2 -0.1 0.2
H -1.426 -1.271 -1.215 -0.1 0.0 0.1
H -1.550 -2.042 0.383 -0.1 0.1 -0.1
H -1.025 0.075 1.530 0.0 0.0 -0.2
H -2.238 0.471 0.312 0.1 -0.1 0.0
H -0.528 2.159 0.158 0.0 -0.1 0.0
H -0.315 1.118 -1.252 0.0 0.0 0.2
H 1.600 1.630 0.826 -0.1 0.1 0.0
```
Forces are in eV/Å.

Values from the calculation:
ΔE to the lowest compared entry with this formula, charge and spin   94.7 kcal/mol
Frontier orbital gap   9.44 eV
Total energy   -9302.287 eV